[1]
Computed, not measured: 2 unconnected molecules or ions with the total composition C12H27BClNO5, with ωB97M-V/def2-TZVPD.

Element x y z (Å)
C: 4.20 -0.62 0.54
C: 3.81 -0.01 -0.79
O: 3.51 1.37 -0.71
C: 2.25 1.64 -0.14
C: 1.11 1.55 -1.17
O: 0.03 0.73 -0.76
C: -1.13 1.42 -0.31
C: -1.26 1.38 1.20
O: -1.55 0.07 1.66
C: -0.42 -0.72 2.03
B: -0.51 -2.17 1.36
Cl: -1.76 -3.24 2.06
C: 0.46 -2.63 0.22
C: 1.25 -3.89 0.65
C: -0.17 -2.79 -1.17
C: -1.58 -3.38 -1.22
H: 3.32 -0.78 1.17
H: 4.64 -1.60 0.39
H: 4.89 -0.01 1.10
H: 3.01 -0.60 -1.24
H: 4.66 -0.09 -1.46
H: 2.29 2.65 0.24
H: 2.07 0.99 0.71
H: 0.79 2.55 -1.44
H: 1.53 1.11 -2.07
H: -1.18 2.44 -0.68
H: -2.00 0.89 -0.69
H: -2.11 1.99 1.48
H: -0.38 1.81 1.68
H: -0.32 -0.80 3.11
H: 0.49 -0.26 1.67
H: 1.19 -1.84 0.13
H: 2.28 -3.80 0.30
H: 0.83 -4.80 0.22
H: 1.26 -3.97 1.73
H: 0.46 -3.43 -1.79
H: -0.18 -1.83 -1.67
H: -1.70 -4.26 -0.61
H: -1.83 -3.60 -2.25
H: -2.29 -2.64 -0.87
C: -4.66 4.96 -0.54
N: -3.80 3.81 -0.16
O: -4.22 2.69 -0.37
O: -2.72 4.07 0.33
H: -5.58 4.57 -0.96
H: -4.85 5.53 0.36
H: -4.11 5.55 -1.27

## Properties
E_LUMO = -0.06 eV
Gap between HOMO and LUMO = 0.3274 Eh
Spin multiplicity = 1
E = -37804.8610 eV
Net charge = 0


[2]
Computed, not measured: 4 unconnected molecules or ions with the total composition C12H27BrNO12PS3 in a non-equilibrium geometry, with ωB97M-V/def2-TZVPD.

Element x y z (Å)
C: 3.70 6.69 2.01
C: 2.94 5.81 1.82
N: 1.93 4.91 1.99
C: 0.90 5.10 0.98
O: 0.98 4.78 -0.14
O: -0.23 5.68 1.47
P: 2.54 3.26 2.10
O: 1.21 2.44 1.61
Br: 4.04 2.89 0.47
H: 4.38 7.47 2.18
H: -0.62 5.03 2.06
H: 0.63 2.33 2.37
C: -4.52 -0.86 1.22
C: -3.02 -1.03 1.09
O: -2.46 -0.16 0.07
S: -2.24 1.37 0.43
C: -1.20 1.78 -0.93
O: -1.47 1.45 1.64
O: -3.48 2.07 0.31
H: -4.77 0.12 1.62
H: -4.92 -1.62 1.88
H: -5.00 -0.95 0.24
H: -2.51 -0.86 2.04
H: -2.79 -2.04 0.77
H: -0.28 1.20 -0.86
H: -0.99 2.84 -0.88
H: -1.74 1.55 -1.85
C: -4.12 -5.03 4.90
C: -3.54 -6.39 4.57
O: -3.61 -6.68 3.16
S: -2.53 -6.01 2.21
C: -2.83 -7.02 0.79
O: -1.22 -6.29 2.72
O: -2.93 -4.67 1.92
H: -3.50 -4.23 4.49
H: -4.18 -4.90 5.98
H: -5.12 -4.92 4.48
H: -2.51 -6.48 4.92
H: -4.12 -7.17 5.07
H: -2.57 -8.04 1.03
H: -2.20 -6.65 -0.01
H: -3.88 -6.93 0.52
C: 4.63 0.78 -6.71
C: 5.42 1.88 -6.04
O: 4.62 2.64 -5.11
S: 4.34 2.00 -3.68
C: 3.74 3.45 -2.89
O: 5.60 1.62 -3.09
O: 3.28 1.05 -3.79
H: 4.36 0.00 -6.00
H: 5.22 0.32 -7.51
H: 3.71 1.17 -7.14
H: 6.31 1.49 -5.54
H: 5.76 2.60 -6.79
H: 4.54 4.19 -2.85
H: 3.44 3.17 -1.88
H: 2.89 3.82 -3.45

## Properties
E_LUMO = 0.36 eV
Gap between HOMO and LUMO = 0.3580 Eh
Spin multiplicity = 1
E = -150776.4342 eV
Net charge = 0


[3]
Computed, not measured: a molecular structure, C12H27CdO3S5Si, with ωB97M-V/def2-TZVPD.

Element x y z (Å)
Cd: -3.27 1.00 -0.63
S: -5.10 2.68 -1.14
S: -6.50 1.17 -1.04
S: -6.30 0.36 0.84
S: -4.51 -0.68 0.80
C: -1.27 2.66 2.21
C: -0.64 1.30 1.92
C: 0.87 1.35 2.14
C: -1.27 0.24 2.81
O: -0.93 1.05 0.52
Si: -0.32 -0.08 -0.55
S: -1.58 0.03 -2.20
O: -0.30 -1.49 0.28
C: 0.27 -2.78 -0.01
C: -0.62 -3.79 0.70
C: 1.68 -2.81 0.57
C: 0.30 -3.04 -1.51
O: 1.28 0.21 -0.87
C: 1.93 1.15 -1.73
C: 3.35 1.28 -1.20
C: 1.95 0.61 -3.15
C: 1.23 2.51 -1.68
H: -1.08 2.95 3.24
H: -2.35 2.60 2.06
H: -0.86 3.41 1.54
H: 1.08 1.55 3.19
H: 1.32 2.15 1.54
H: 1.33 0.40 1.86
H: -1.15 0.51 3.86
H: -0.81 -0.73 2.63
H: -2.34 0.15 2.59
H: -0.66 -3.56 1.76
H: -0.24 -4.80 0.56
H: -1.64 -3.73 0.30
H: 1.65 -2.64 1.65
H: 2.28 -2.02 0.11
H: 2.16 -3.77 0.38
H: -0.71 -2.95 -1.93
H: 0.68 -4.05 -1.70
H: 0.94 -2.31 -2.01
H: 3.84 0.30 -1.21
H: 3.33 1.64 -0.17
H: 3.93 1.98 -1.81
H: 2.48 -0.35 -3.18
H: 2.46 1.31 -3.82
H: 0.93 0.46 -3.51
H: 1.15 2.86 -0.65
H: 0.23 2.44 -2.10
H: 1.80 3.25 -2.26

## Properties
Relative energy (zero: lowest compared OMol25 entry of this formula, charge and spin) = 29.5 kJ/mol
E_LUMO = 2.56 eV
Gap between HOMO and LUMO = 0.2492 Eh
Spin multiplicity = 1
E = -85653.4727 eV
Net charge = -1


[4]
Computed, not measured: a molecular structure, C12H27ClNO2P2Pd in a non-equilibrium geometry, with ωB97M-V/def2-TZVPD.

Element x y z (Å)
C: -2.21 2.09 -3.15
C: -1.22 1.46 -2.39
N: -1.53 0.87 -1.22
C: -2.79 0.87 -0.76
C: -3.81 1.51 -1.47
C: -3.52 2.12 -2.69
C: 0.23 1.45 -2.84
P: 1.11 0.05 -2.06
Pd: 0.13 0.04 0.03
P: -1.59 0.07 1.61
C: -3.09 0.18 0.56
O: 1.83 3.63 -1.98
O: 2.74 2.58 0.32
H: -1.90 2.53 -4.10
H: -4.81 1.50 -1.04
H: -4.30 2.61 -3.27
C: 0.83 -1.40 -3.09
C: 2.86 0.41 -2.23
H: -3.89 0.70 1.11
H: -3.43 -0.86 0.38
H: 0.79 2.42 -2.54
H: 0.28 1.32 -3.93
C: -1.88 -1.32 2.73
C: -1.70 1.55 2.64
H: 1.85 2.13 0.53
H: 3.41 2.00 0.72
H: 2.30 3.36 -1.13
H: 1.41 4.48 -1.80
H: -0.47 -1.52 -0.26
H: 0.52 1.64 0.48
H: 1.23 -1.22 -4.10
H: 1.36 -2.25 -2.64
H: -0.24 -1.63 -3.15
H: 3.07 0.61 -3.29
H: 3.12 1.29 -1.63
H: 3.43 -0.45 -1.88
H: -2.62 1.54 3.23
H: -0.84 1.56 3.32
H: -1.66 2.44 2.01
H: -2.79 -1.14 3.32
H: -1.99 -2.24 2.15
H: -1.02 -1.41 3.40
Cl: 3.13 -0.79 0.96
C: 1.42 -0.91 1.41
H: 1.16 -1.98 1.42
H: 1.30 -0.42 2.38

## Properties
Relative energy (zero: lowest compared OMol25 entry of this formula, charge and spin) = 56.3 kJ/mol
E_LUMO (alpha / beta) = -2.88 / -7.14 eV
Gap between HOMO and LUMO (alpha / beta) = 0.2174 / 0.1859 Eh
Spin multiplicity = 5
⟨S²⟩ = 6.019
E = -53033.4624 eV
Net charge = +1


[5]
Computed, not measured: a molecular structure, C12H27IN4O5PS in a non-equilibrium geometry, with ωB97M-V/def2-TZVPD.

Element x y z (Å)
C: 1.52 -2.16 3.44
C: 2.65 -1.16 3.30
O: 3.16 -1.09 1.96
C: 3.90 0.10 1.79
C: 3.03 1.24 1.22
O: 2.46 0.77 0.00
C: 1.19 1.28 -0.24
N: 0.11 0.40 0.24
C: -0.51 0.80 1.51
O: -1.92 0.60 1.48
C: -2.45 0.67 2.74
C: -3.71 -0.13 2.96
O: -1.97 1.32 3.56
C: -0.76 -0.06 -0.73
N: -1.62 0.66 -1.35
S: -1.76 2.35 -1.03
N: -0.73 -1.41 -1.14
I: 1.07 -2.33 -0.67
P: -2.06 -2.35 -0.45
N: -2.01 -2.57 1.09
H: 1.87 -3.17 3.68
H: 0.86 -2.16 2.58
H: 0.90 -1.86 4.29
H: 2.31 -0.15 3.57
H: 3.47 -1.45 3.96
H: 4.39 0.41 2.71
H: 4.64 -0.10 1.01
H: 2.26 1.54 1.94
H: 3.68 2.11 1.06
H: 1.15 2.27 0.22
H: 1.03 1.46 -1.31
H: -0.23 1.81 1.81
H: -0.12 0.14 2.30
H: -3.76 -0.90 2.19
H: -3.70 -0.57 3.95
H: -4.57 0.53 2.86
H: -2.25 0.25 -2.04
H: -2.98 2.73 -1.48
H: -3.26 -1.72 -0.89
H: -1.99 -3.60 -1.09
H: -1.21 -2.11 1.51
C: 0.44 0.99 -4.15
C: -0.77 0.78 -5.02
O: -1.89 0.82 -4.54
C: -0.55 0.53 -6.48
H: 0.10 1.15 -3.13
H: 1.07 0.10 -4.17
H: 1.01 1.86 -4.48
H: 0.04 -0.38 -6.62
H: -0.03 1.38 -6.93
H: -1.51 0.40 -6.98

## Properties
E_LUMO = -4.15 eV
Gap between HOMO and LUMO = 0.2930 Eh
Spin multiplicity = 1
E = -57294.2349 eV
Net charge = +1


[6]
Computed, not measured: C12H27N2O4PS in the gas phase in a non-equilibrium geometry, with ωB97M-V/def2-TZVPD.

Element x y z (Å)
C: 1.80 0.24 1.63
C: 2.10 1.27 0.54
N: 2.50 0.64 -0.70
C: 3.89 0.23 -0.84
C: 4.88 1.39 -0.95
S: 1.74 1.05 -2.12
O: 0.59 1.87 -1.79
O: 2.66 1.57 -3.08
C: 1.16 -0.56 -2.74
C: 0.18 -1.17 -1.77
P: -1.55 -0.46 -1.91
O: -2.53 -1.46 -2.34
O: -1.48 0.72 -2.97
C: -1.90 0.39 -0.31
N: -1.49 -0.37 0.85
C: -2.05 -1.72 0.90
C: -3.54 -1.75 1.24
C: -3.79 -1.03 2.56
C: -3.22 0.39 2.50
C: -1.74 0.33 2.10
H: 2.66 -0.39 1.81
H: 0.95 -0.38 1.35
H: 1.56 0.76 2.55
H: 1.20 1.84 0.31
H: 2.87 1.96 0.88
H: 4.14 -0.41 0.01
H: 3.95 -0.37 -1.75
H: 4.88 1.99 -0.05
H: 4.61 2.01 -1.80
H: 5.88 0.99 -1.10
H: 2.06 -1.17 -2.85
H: 0.72 -0.38 -3.72
H: 0.54 -1.04 -0.75
H: 0.06 -2.23 -1.96
H: -0.84 1.41 -2.70
H: -2.98 0.63 -0.35
H: -1.35 1.34 -0.30
H: -1.88 -2.19 -0.06
H: -1.49 -2.26 1.67
H: -3.87 -2.79 1.31
H: -4.11 -1.28 0.44
H: -4.86 -1.00 2.78
H: -3.30 -1.58 3.37
H: -3.78 0.97 1.76
H: -3.32 0.88 3.46
H: -1.33 1.34 2.02
H: -1.19 -0.20 2.88

## Properties
Relative energy (zero: lowest compared OMol25 entry of this formula, charge and spin) = 8.6 kJ/mol
E_LUMO = 0.63 eV
Gap between HOMO and LUMO = 0.3392 Eh
Spin multiplicity = 1
E = -44178.1155 eV
Net charge = 0


[7]
Computed, not measured: a molecular structure, C12H27N3O2P2Pr in a non-equilibrium geometry, with ωB97M-V/def2-TZVPD.

Element x y z (Å)
Pr: -0.63 0.34 -0.43
P: 0.24 -1.35 -2.79
P: -2.36 2.85 0.53
N: 1.57 -0.80 0.03
N: 0.33 1.20 1.62
H: 3.18 -0.65 1.42
H: 1.58 0.49 3.18
H: 1.74 -1.47 2.06
C: 2.08 -0.63 1.43
H: 2.44 1.42 1.94
C: 1.63 0.67 2.10
H: 3.49 -0.98 -0.76
H: 0.35 2.58 3.18
C: 2.39 -1.02 -0.93
C: -0.18 2.24 2.27
H: 2.38 -2.50 -2.49
C: 2.07 -1.45 -2.35
H: 2.65 -0.84 -3.05
H: -1.30 2.77 -0.46
H: -2.71 1.44 0.63
H: 0.43 -0.77 -4.07
H: 0.09 -2.67 -3.28
O: 0.63 1.63 -1.76
C: 1.92 2.10 -1.51
C: 2.78 2.15 -2.76
C: 1.84 3.46 -0.84
H: 2.41 1.33 -0.85
H: 3.05 1.14 -3.08
H: 2.27 2.65 -3.59
H: 3.71 2.69 -2.55
H: 1.28 3.43 0.11
H: 2.84 3.86 -0.62
H: 1.31 4.15 -1.51
C: -1.34 2.97 1.98
H: -1.59 3.72 2.74
C: -2.72 -3.54 2.19
N: -3.47 -2.94 1.10
C: -4.87 -3.31 0.86
C: -2.93 -1.98 0.36
O: -1.74 -1.56 0.57
H: -3.36 -4.30 2.65
H: -2.45 -2.79 2.95
H: -1.80 -4.01 1.82
H: -5.53 -2.45 1.05
H: -5.01 -3.63 -0.17
H: -5.12 -4.12 1.55
H: -3.54 -1.55 -0.45

## Properties
E_LUMO (alpha / beta) = -6.25 / -8.72 eV
Gap between HOMO and LUMO (alpha / beta) = 0.3262 / 0.2365 Eh
Spin multiplicity = 4
⟨S²⟩ = 3.783
E = -54078.4910 eV
Net charge = +2


[8]
Computed, not measured: 2 unconnected molecules or ions with the total composition C12H27N4O2P2 in a non-equilibrium geometry, with ωB97M-V/def2-TZVPD.

Element x y z (Å)
C: 3.66 2.58 -2.07
P: 3.81 2.02 -0.30
O: 2.29 1.85 0.27
N: 4.52 0.35 -0.52
C: 5.66 0.28 -1.22
C: 6.25 -0.95 -1.44
C: 5.62 -2.08 -0.94
C: 4.44 -1.98 -0.21
C: 3.90 -0.72 -0.02
H: 3.34 1.70 -2.65
H: 2.92 3.39 -2.15
H: 4.65 2.84 -2.43
H: 1.78 1.27 -0.33
H: 6.12 1.18 -1.61
H: 7.19 -0.96 -2.00
H: 6.04 -3.07 -1.11
H: 3.91 -2.84 0.18
H: 2.97 -0.55 0.53
O: -1.04 -0.33 -0.80
P: -2.28 0.12 -0.04
N: -1.66 -0.13 1.56
C: -1.13 -1.42 1.94
C: -0.70 0.90 1.90
N: -3.35 -1.09 -0.59
C: -3.91 -2.14 0.23
C: -3.13 -1.58 -1.95
N: -3.71 0.97 0.63
C: -3.95 2.26 -0.04
C: -4.02 1.11 2.05
H: -0.83 -1.40 2.99
H: -0.27 -1.73 1.34
H: -1.89 -2.20 1.88
H: -1.09 1.90 1.66
H: 0.23 0.77 1.33
H: -0.47 0.89 2.96
H: -3.22 -2.99 0.33
H: -4.83 -2.52 -0.21
H: -4.17 -1.79 1.23
H: -2.33 -2.33 -1.99
H: -2.86 -0.77 -2.62
H: -4.05 -2.03 -2.34
H: -3.21 3.01 0.25
H: -4.94 2.65 0.18
H: -3.89 2.13 -1.13
H: -3.36 1.82 2.56
H: -3.97 0.15 2.57
H: -5.04 1.47 2.15

## Properties
E_LUMO = -4.21 eV
Gap between HOMO and LUMO = 0.2163 Eh
Spin multiplicity = 1
E = -41507.2314 eV
Net charge = +1


[9]
Computed, not measured: a molecular structure, C12H27N4O2Sc in a non-equilibrium geometry, with ωB97M-V/def2-TZVPD.

Element x y z (Å)
Sc: 0.04 -0.05 -0.27
C: 2.25 2.29 -1.24
C: 0.92 2.75 -0.68
N: -0.21 1.90 -1.19
C: -1.52 2.34 -0.71
C: -2.64 1.31 -0.90
N: -2.08 -0.08 -0.95
C: -2.94 -1.11 -0.29
C: -2.13 -2.22 0.45
C: -1.02 -2.98 -0.32
N: 0.13 -2.17 -0.80
C: 1.52 -2.62 -0.45
C: 2.58 -1.49 -0.56
N: 2.04 -0.22 -1.10
C: 2.77 0.98 -0.64
H: 3.03 3.08 -1.12
H: 2.11 2.17 -2.35
H: 0.74 3.79 -1.02
H: 0.93 2.77 0.41
H: -0.25 1.98 -2.21
H: -1.83 3.26 -1.21
H: -1.51 2.61 0.35
H: -3.17 1.55 -1.85
H: -3.38 1.40 -0.08
H: -1.97 -0.37 -1.91
H: -3.64 -1.56 -1.01
H: -3.55 -0.54 0.45
H: -2.85 -2.96 0.84
H: -1.75 -1.74 1.37
H: -1.44 -3.56 -1.15
H: -0.64 -3.74 0.41
H: 0.11 -2.18 -1.83
H: 1.81 -3.42 -1.14
H: 1.48 -3.04 0.56
H: 3.39 -1.88 -1.24
H: 3.05 -1.30 0.42
H: 2.04 -0.24 -2.12
H: 3.83 0.89 -0.89
H: 2.75 0.97 0.46
C: -0.09 0.78 4.33
O: -0.50 0.62 2.96
C: 0.18 0.09 1.94
O: 1.34 -0.48 2.06
H: -0.38 1.76 4.76
H: 1.01 0.65 4.48
H: -0.54 0.02 4.97

## Properties
E_LUMO = -6.33 eV
Gap between HOMO and LUMO = 0.3347 Eh
Spin multiplicity = 1
E = -43624.8129 eV
Net charge = +2


[10]
Computed, not measured: a molecular structure, C12H28BCl2LuN2O7P2 in a non-equilibrium geometry, with ωB97M-V/def2-TZVPD.

Element x y z (Å)
C: -2.68 1.85 -0.06
C: -2.65 2.13 1.45
C: -2.83 0.85 2.28
Cl: -3.50 1.31 3.88
B: -1.46 0.09 2.54
P: -1.62 -1.40 3.86
N: -0.39 -2.52 3.35
O: -3.02 -2.11 3.80
O: -1.36 -1.01 5.37
O: -0.31 0.80 3.03
C: 0.65 0.82 2.11
N: 0.79 1.95 1.27
Cl: 2.18 0.88 3.21
C: 0.32 -0.59 1.29
O: 0.59 -0.56 -0.07
C: 1.93 -0.45 -0.50
C: 1.97 -0.30 -2.03
C: 1.85 -1.73 -2.59
C: 0.91 0.67 -2.53
C: 0.80 0.74 -4.08
C: 0.80 2.19 -4.55
C: -0.51 0.05 -4.50
P: 0.80 -2.20 2.11
O: 2.38 -2.33 2.30
O: 0.33 -3.37 1.18
O: -0.96 -0.68 1.39
H: -3.71 1.65 -0.34
H: -2.37 2.72 -0.63
H: -2.11 0.96 -0.32
H: -3.51 2.74 1.68
H: -1.78 2.71 1.77
H: -3.58 0.25 1.75
H: 0.28 -2.72 4.10
H: -3.18 -2.41 2.88
H: -0.58 -1.42 5.77
H: 0.25 1.87 0.41
H: 1.76 2.22 1.09
H: 2.43 -1.41 -0.28
H: 2.47 0.40 -0.04
H: 2.98 0.03 -2.28
H: 1.54 -1.74 -3.63
H: 2.82 -2.22 -2.48
H: 1.16 -2.31 -1.97
H: 1.22 1.68 -2.22
H: -0.07 0.47 -2.11
H: 1.60 0.16 -4.54
H: 1.82 2.56 -4.62
H: 0.31 2.26 -5.52
H: 0.22 2.80 -3.86
H: -0.76 0.29 -5.53
H: -1.33 0.42 -3.89
H: -0.47 -1.03 -4.38
H: 2.65 -2.56 3.22
H: 0.81 -4.20 1.36
Lu: 4.12 0.78 1.13

## Properties
Relative energy (zero: lowest compared OMol25 entry of this formula, charge and spin) = 0.0 kJ/mol
E_LUMO = -6.92 eV
Gap between HOMO and LUMO = 0.2434 Eh
Spin multiplicity = 1
E = -108115.1383 eV
Net charge = +2